{"formula": "C3H4S2", "method": "ωB97M-V/def2-TZVPD", "species": ["C", "C", "S", "C", "S", "H", "H", "H", "H"], "positions_angstrom": [[-1.18617, 0.72292, -0.36349], [-0.95961, -0.15334, 0.61279], [0.24682, -1.42544, 0.55225], [1.59629, -0.64686, -0.08083], [1.86432, 0.97109, -0.23546], [-2.03929, 1.42372, -0.27114], [-0.37655, 0.83152, -1.28112], [-1.61222, -0.29079, 1.40669], [2.46640, -1.43283, -0.33969]], "forces_ev_per_a": [[1.70, 0.49, -1.64], [0.26, 0.11, -1.89], [-0.37, -0.45, -0.03], [2.97, -0.09, -0.61], [0.62, -1.08, -0.12], [0.72, -0.48, -0.28], [-2.73, -0.25, 2.49], [-1.15, 0.02, 1.47], [-2.03, 1.74, 0.61]], "energy_ev": -24844.11261, "homo_ev": -8.43, "lumo_energy_ev": -0.38, "charge": 0, "smiles": "C=CSC=S", "spin_multiplicity": 1}